C63H54ClFNP2PdSSb | wB97M-V/def2-TZVPD

## Properties
LUMO	3.61	eV
energy relative to the best compared isomer or geometry (same formula, charge and spin)	40.9	kcal/mol
gap between HOMO and LUMO	0.162	hartree
total charge	-2
spin multiplicity	1

Each line ends with the Mulliken charge.
Cartesian coordinates (Å):
Pd (-0.348, -0.695, -0.067)  0.690
C (2.005, -3.048, -0.808)  -2.451
N (3.215, -2.611, -0.178)  1.331
C (3.133, -1.320, 0.472)  -3.039
P (1.955, -0.002, -0.230)  1.420
C (2.520, 0.114, -1.961)  0.704
C (3.847, -0.079, -2.344)  -0.280
C (4.209, 0.021, -3.679)  -0.828
C (3.257, 0.319, -4.643)  -0.677
C (1.933, 0.512, -4.270)  -0.875
C (1.566, 0.404, -2.937)  -0.252
C (2.737, 1.324, 0.661)  0.170
C (3.782, 2.083, 0.141)  -0.416
C (4.491, 2.985, 0.910)  -1.138
C (4.154, 3.112, 2.290)  -0.310
C (3.102, 2.470, 2.836)  -1.116
C (2.115, 1.695, 2.001)  0.365
C (4.264, -3.463, 0.085)  0.394
C (5.080, -3.285, 1.214)  -0.063
C (6.198, -4.075, 1.415)  -0.851
C (6.547, -5.061, 0.502)  -0.504
C (5.723, -5.279, -0.595)  -0.680
C (4.597, -4.503, -0.801)  -0.403
P (0.485, -2.799, 0.288)  1.396
C (1.048, -3.497, 1.860)  0.439
C (0.783, -2.746, 3.007)  -0.707
C (1.338, -3.105, 4.222)  -0.746
C (2.192, -4.199, 4.297)  -0.678
C (2.458, -4.950, 3.160)  -0.916
C (1.881, -4.613, 1.948)  -0.372
C (-0.451, -4.086, -0.605)  1.427
C (-0.872, -3.694, -1.879)  -1.411
C (-1.551, -4.580, -2.695)  -0.586
C (-1.787, -5.877, -2.258)  -0.633
C (-1.338, -6.282, -1.010)  -0.681
C (-0.685, -5.386, -0.176)  -0.492
H (2.067, -4.100, -1.080)  0.992
H (1.802, -2.469, -1.718)  0.389
H (4.120, -0.857, 0.496)  1.576
H (2.789, -1.401, 1.517)  0.535
H (4.596, -0.303, -1.595)  0.426
H (5.243, -0.125, -3.967)  0.410
H (3.548, 0.399, -5.684)  0.363
H (1.193, 0.752, -5.023)  0.480
H (0.533, 0.552, -2.641)  0.129
H (4.099, 1.898, -0.882)  0.366
H (5.338, 3.517, 0.497)  0.338
H (4.790, 3.721, 2.927)  0.303
H (2.868, 2.578, 3.892)  0.348
H (1.817, 0.769, 2.530)  0.203
H (4.818, -2.535, 1.949)  0.454
H (6.801, -3.923, 2.301)  0.381
H (7.448, -5.646, 0.636)  0.379
H (5.968, -6.056, -1.310)  0.373
H (3.985, -4.682, -1.675)  0.427
H (0.164, -1.859, 2.919)  0.191
H (1.127, -2.529, 5.114)  0.443
H (2.657, -4.457, 5.240)  0.375
H (3.125, -5.802, 3.212)  0.430
H (2.098, -5.195, 1.060)  0.495
H (-0.650, -2.685, -2.208)  0.251
H (-1.899, -4.262, -3.669)  0.402
H (-2.308, -6.576, -2.900)  0.373
H (-1.490, -7.307, -0.694)  0.413
H (-0.352, -5.694, 0.807)  0.422
Cl (1.795, 7.610, -1.235)  -0.303
C (1.472, 6.141, -0.343)  0.256
C (1.286, 4.957, -1.033)  -1.340
C (1.057, 3.794, -0.318)  0.882
C (1.000, 3.796, 1.077)  0.566
C (0.801, 2.531, 1.856)  0.295
C (1.180, 5.008, 1.735)  -0.424
C (1.418, 6.182, 1.036)  -0.787
H (1.294, 4.949, -2.115)  0.433
H (0.895, 2.874, -0.852)  0.166
H (0.064, 1.899, 1.360)  -1.462
H (0.441, 2.770, 2.855)  1.062
H (1.117, 5.033, 2.817)  0.338
H (1.547, 7.120, 1.562)  0.387
S (-1.392, 1.084, -1.097)  -1.034
Sb (-3.516, 1.666, -0.094)  0.841
C (-3.093, 3.626, -0.976)  0.214
C (-3.045, 3.758, -2.362)  -0.130
C (-2.673, 4.956, -2.956)  -0.957
C (-2.351, 6.055, -2.170)  -0.370
C (-2.372, 5.929, -0.790)  -0.822
C (-2.711, 4.716, -0.202)  0.006
C (-4.806, 1.223, -2.084)  0.055
C (-4.501, 0.620, -3.304)  0.158
C (-5.461, 0.437, -4.294)  -0.662
C (-6.767, 0.860, -4.086)  -0.383
C (-7.099, 1.467, -2.881)  -0.590
C (-6.128, 1.628, -1.900)  -0.628
C (-3.022, 2.496, 2.290)  -0.114
C (-2.633, 1.438, 3.123)  0.111
C (-2.746, 1.474, 4.506)  -0.533
C (-3.288, 2.593, 5.128)  -0.402
C (-3.713, 3.653, 4.340)  -0.626
C (-3.595, 3.588, 2.954)  -0.235
H (-3.289, 2.908, -2.983)  0.241
H (-2.636, 5.033, -4.037)  0.388
H (-2.075, 6.997, -2.631)  0.350
H (-2.119, 6.776, -0.162)  0.431
H (-2.656, 4.604, 0.872)  0.020
H (-3.480, 0.299, -3.502)  0.208
H (-5.189, -0.030, -5.237)  0.339
H (-7.517, 0.724, -4.858)  0.333
H (-8.115, 1.809, -2.705)  0.350
H (-6.393, 2.100, -0.953)  0.208
H (-2.199, 0.550, 2.660)  -0.253
H (-2.419, 0.631, 5.110)  0.326
H (-3.387, 2.632, 6.208)  0.329
H (-4.146, 4.533, 4.811)  0.323
H (-3.969, 4.435, 2.380)  0.339
F (-5.896, -3.259, 0.558)  -0.416
C (-4.694, -2.630, 0.409)  0.261
C (-4.248, -2.317, -0.856)  -0.922
C (-3.002, -1.718, -0.987)  0.752
C (-2.207, -1.417, 0.120)  0.101
C (-2.714, -1.736, 1.382)  0.249
C (-3.956, -2.342, 1.535)  -1.191
H (-4.869, -2.520, -1.719)  0.469
H (-2.659, -1.436, -1.972)  0.388
H (-2.150, -1.494, 2.277)  0.082
H (-4.352, -2.591, 2.511)  0.426